158
Properties=species:S:1:pos:R:3:forces:R:3:lowdin_charge:R:1 method="wB97M-V/def2-TZVPD" charge=+1 total_energy_ev=-118225.21313
Pb 0.2160 -0.3885 0.6799 0.5434 -0.0625 -0.3878 0.751
C -2.0490 4.5604 -0.2088 -0.0416 0.0444 0.0273 -0.113
C -1.2996 4.5074 -1.5421 -0.0272 -0.0916 -0.0256 -0.693
C -0.6049 5.8609 -1.7377 -0.0936 0.0832 0.0362 -0.083
C -2.3493 4.2989 -2.6439 0.0603 0.0568 -0.0678 -0.097
P -0.2195 2.9450 -1.5389 0.1753 0.0922 0.0657 1.140
C 1.0411 3.4961 -0.2771 0.0715 -0.3697 0.0115 -0.292
N 2.0304 2.5364 0.2491 0.0786 0.1712 0.0242 0.024
B 2.2062 1.1451 0.4545 -1.1892 -0.2447 -0.1073 -0.614
N 3.4807 0.8193 0.9577 0.0441 -0.1092 0.0942 0.001
C 4.2032 -0.4146 1.2902 -0.1436 0.0065 -0.2433 -0.329
P 3.8654 -1.8020 0.0953 0.0401 0.0609 0.0036 1.144
C 5.1218 -1.4357 -1.2638 -0.0569 -0.0010 0.0314 -0.690
C 4.8184 -2.3719 -2.4434 0.0898 -0.0374 -0.0693 -0.101
C 6.5987 -1.5527 -0.8817 0.0263 0.0951 -0.1554 -0.085
C 4.8520 0.0097 -1.7111 -0.0275 -0.0014 -0.0182 -0.090
C 4.5084 -3.2771 1.0828 -0.0343 0.0827 -0.0541 -0.703
C 5.7596 -3.0210 1.9304 0.0553 -0.1131 -0.0166 -0.082
C 4.7590 -4.4277 0.1002 0.0025 -0.0207 0.0089 -0.099
C 3.3737 -3.7009 2.0227 0.0055 -0.1230 0.0896 -0.133
C 4.1028 2.0686 1.1396 0.0266 -0.0585 0.0367 -0.165
C 5.3570 2.3617 1.6520 0.0512 0.0337 0.0076 -0.002
C 5.7451 3.6946 1.7119 0.0221 0.0113 -0.0131 -0.076
C 4.8943 4.7093 1.2854 -0.0168 0.0337 0.0066 -0.078
C 3.6281 4.4200 0.7899 0.0863 0.0464 0.0159 -0.007
C 3.2450 3.0892 0.7170 -0.0352 0.0738 -0.1205 -0.160
C 0.7952 2.9964 -3.1337 -0.0780 -0.2261 0.0116 -0.685
C 1.1600 4.3639 -3.7077 0.0789 -0.0397 -0.0877 -0.087
C -0.0064 2.1994 -4.1742 0.0106 0.0205 -0.0697 -0.096
C 2.1023 2.2460 -2.8521 0.0182 0.0722 -0.0089 -0.110
H -2.7759 5.3796 -0.2422 0.0587 -0.0670 0.0129 0.097
H -2.5993 3.6384 -0.0372 -0.0710 -0.1078 0.0754 0.044
H -1.3876 4.7483 0.6397 -0.0593 -0.0104 -0.0493 0.057
H -1.3188 6.6543 -1.4883 0.0652 -0.0545 0.0090 0.092
H 0.2625 5.9878 -1.0836 -0.0788 0.0298 -0.0342 0.077
H -0.2917 6.0218 -2.7657 -0.0776 0.0753 0.2186 0.055
H -3.1087 5.0858 -2.5824 0.0612 -0.0466 -0.0081 0.093
H -1.9031 4.3442 -3.6400 -0.0818 0.0319 0.0936 0.064
H -2.8508 3.3313 -2.5371 0.0148 0.0670 -0.0100 0.076
H 1.6037 4.3076 -0.7335 0.0946 0.0566 0.0480 0.067
H 0.4860 3.9120 0.5631 -0.0180 0.1175 0.0725 0.084
H 5.2664 -0.1829 1.3032 0.0160 0.0084 0.0031 0.071
H 3.9222 -0.7655 2.2823 -0.0126 0.1037 0.0588 0.016
H 5.1992 -3.3804 -2.2734 -0.0724 0.1346 -0.0628 0.063
H 3.7459 -2.4437 -2.6327 -0.0088 0.0314 -0.0405 0.063
H 5.2978 -1.9881 -3.3514 -0.0277 -0.0256 0.0691 0.088
H 6.8959 -2.5846 -0.6919 -0.0036 0.1090 -0.0276 0.064
H 7.2059 -1.1866 -1.7194 -0.0368 -0.0346 0.0957 0.094
H 6.8520 -0.9461 -0.0069 0.0020 -0.0492 -0.0783 0.076
H 3.7860 0.1795 -1.8977 0.1147 -0.0008 -0.0231 0.053
H 5.1942 0.7407 -0.9732 -0.0411 -0.0516 -0.0637 0.079
H 5.3978 0.2043 -2.6414 -0.0555 -0.0189 0.0623 0.096
H 5.6147 -2.2021 2.6393 0.0113 -0.0586 -0.0245 0.075
H 6.6425 -2.8073 1.3274 -0.1090 -0.0338 0.1350 0.060
H 5.9701 -3.9219 2.5192 0.0053 0.0827 -0.0385 0.093
H 5.6478 -4.2610 -0.5100 -0.0867 -0.0638 0.0779 0.058
H 4.9131 -5.3551 0.6619 -0.0185 0.0753 -0.0274 0.090
H 3.9015 -4.5740 -0.5666 0.0937 -0.0246 0.0658 0.087
H 3.6104 -4.6836 2.4527 -0.0178 0.1505 -0.0509 0.090
H 2.4177 -3.7804 1.4990 0.0223 -0.0004 0.0196 0.048
H 3.2581 -3.0023 2.8515 -0.0758 0.0205 -0.0241 0.021
H 6.0196 1.5847 2.0111 -0.0310 0.0485 -0.0280 0.112
H 6.7249 3.9459 2.1005 -0.0775 -0.0264 -0.0047 0.108
H 5.2161 5.7425 1.3487 -0.0270 -0.0853 -0.0014 0.107
H 2.9683 5.2219 0.4826 0.0635 -0.0555 0.0393 0.108
H 0.3051 4.8519 -4.1807 0.1248 -0.0474 0.0403 0.073
H 1.5888 5.0352 -2.9590 0.0071 -0.0765 -0.1170 0.076
H 1.9186 4.2148 -4.4844 -0.0697 0.0094 0.0308 0.094
H -0.9679 2.6709 -4.3967 0.1355 -0.0929 -0.0213 0.063
H 0.5616 2.1314 -5.1097 -0.0438 0.0166 0.0839 0.094
H -0.1992 1.1849 -3.8220 0.0074 -0.0301 0.0050 0.065
H 2.7837 2.8277 -2.2231 -0.0587 -0.0692 -0.0511 0.089
H 1.9053 1.2858 -2.3753 0.0138 -0.0500 0.0287 0.035
H 2.6125 2.0606 -3.8039 -0.0351 -0.0181 0.0576 0.097
C -3.2968 -4.8692 -3.1890 0.0463 0.0430 0.0362 -0.063
C -3.3535 -3.5706 -2.3890 0.1540 -0.2592 0.0118 -0.200
N -2.4971 -3.5681 -1.1931 0.2261 -0.1193 0.0456 -0.129
C -2.9397 -4.3864 -0.0558 0.2642 -0.1793 -0.1922 -0.252
C -2.2964 -5.7710 -0.0128 -0.0038 0.0521 -0.0305 -0.060
C -1.2973 -2.9355 -1.2269 -0.1914 -0.1839 0.0732 -0.659
S -0.3971 -2.8914 0.3179 0.2091 0.3746 0.0199 0.628
N -0.8713 -2.4890 -2.3680 -0.3246 -0.2416 -0.3902 0.121
C 0.1628 -1.6705 -2.6296 0.0499 -0.1199 -0.0038 -0.434
O 0.5482 -0.7761 -1.8674 0.1917 0.4029 0.0983 -0.148
C 0.7983 -1.8378 -3.9810 -0.1293 0.0089 0.0602 -0.130
C 1.9233 -1.0843 -4.3002 0.0616 0.1023 0.0307 -0.044
C 2.5094 -1.1819 -5.5522 0.0089 -0.0354 -0.0445 -0.065
C 1.9738 -2.0413 -6.5042 -0.0257 -0.0071 0.0573 -0.070
C 0.8500 -2.7991 -6.1957 0.0146 -0.0158 0.0113 -0.067
C 0.2654 -2.6996 -4.9412 -0.0022 0.0417 0.0634 -0.018
H -3.7957 -4.7261 -4.1501 0.0196 -0.0352 0.0648 0.081
H -3.7985 -5.6876 -2.6696 0.0483 0.0294 -0.0356 0.069
H -2.2594 -5.1564 -3.3759 -0.0710 0.0208 -0.0175 0.080
H -4.3752 -3.3775 -2.0546 0.1455 -0.1107 -0.0817 0.094
H -3.0401 -2.7456 -3.0146 0.0259 0.1566 -0.0423 0.109
H -4.0239 -4.4718 -0.1276 -0.0379 0.0414 -0.0231 0.127
H -2.7010 -3.8617 0.8648 -0.0128 -0.0609 0.0119 0.047
H -2.5342 -6.3543 -0.9026 0.0266 0.0185 0.0606 0.065
H -2.6548 -6.3160 0.8639 0.0259 0.0307 -0.0619 0.084
H -1.2100 -5.6833 0.0625 -0.0631 -0.0233 0.0041 0.063
H 2.3375 -0.4181 -3.5570 -0.0135 -0.0226 0.0129 0.079
H 3.3838 -0.5862 -5.7919 -0.0512 -0.0518 0.0502 0.109
H 2.4348 -2.1245 -7.4821 -0.0556 0.0224 0.0575 0.108
H 0.4251 -3.4642 -6.9391 0.0331 0.0350 0.0742 0.107
H -0.6139 -3.2795 -4.6988 -0.0211 -0.0055 0.0104 0.101
I 1.2502 -0.7234 3.3083 0.1570 -0.2850 0.5956 0.479
C -5.9362 -0.2786 -0.4604 0.1421 -0.0547 -0.0867 -0.183
C -4.8836 0.6676 -1.0359 0.0215 -0.0650 0.1682 -0.175
C -3.8504 1.0607 0.0455 -0.1292 -0.0873 -0.1091 -0.198
C -3.7210 -0.0329 1.1214 0.2514 -0.2262 -0.3251 -0.416
C -3.8314 -1.3981 0.4272 -0.1792 0.1696 0.0892 -0.205
C -5.2784 -1.6114 -0.0592 0.0191 0.1928 0.0409 -0.163
P -2.1589 0.1413 2.0734 -0.2615 0.5534 -0.0691 1.023
C -2.0628 1.9477 2.4488 0.1327 -0.1087 0.1677 -0.421
C -0.8048 2.3359 3.2486 -0.0896 0.1919 -0.0778 -0.237
C -0.8991 3.8144 3.6322 -0.1275 -0.0960 0.1053 -0.177
C -2.0229 4.0313 4.6683 0.0569 -0.1206 -0.1050 -0.174
C -3.1262 2.9682 4.5256 0.0901 0.1131 -0.1112 -0.186
C -3.3331 2.5997 3.0556 0.0029 -0.0288 0.1035 -0.181
C -2.3628 -0.7696 3.6601 0.1711 -0.2136 -0.1882 -0.427
C -3.6948 -0.5121 4.4200 -0.1147 -0.0832 -0.1175 -0.176
C -4.5488 -1.7764 4.5098 0.1444 -0.0652 0.0932 -0.191
C -3.8017 -2.8895 5.2603 0.0886 0.1045 -0.1301 -0.176
C -2.3143 -2.9646 4.8374 -0.1890 0.0682 -0.0369 -0.169
C -2.0949 -2.2752 3.4927 -0.0003 -0.1029 0.1863 -0.264
H -6.7297 -0.4541 -1.1874 -0.0286 0.0077 0.0435 0.114
H -6.4029 0.1909 0.4104 -0.0359 -0.0107 -0.0295 0.115
H -5.3546 1.5658 -1.4346 0.0397 0.0185 -0.0504 0.112
H -4.3800 0.1704 -1.8710 -0.0116 0.0505 0.0086 0.115
H -4.1438 2.0048 0.5080 0.0334 0.0064 0.0014 0.100
H -2.8750 1.2091 -0.4333 0.0296 0.1037 0.0086 0.086
H -4.5364 0.0473 1.8448 0.0088 0.0583 0.0871 0.111
H -3.5417 -2.2106 1.0908 -0.0389 0.2216 -0.1151 0.061
H -3.1369 -1.4154 -0.4211 -0.1561 0.1269 0.2037 0.102
H -5.8667 -2.0888 0.7278 0.0033 -0.0396 0.0042 0.115
H -5.2731 -2.2928 -0.9134 -0.1023 0.1415 0.1811 0.081
H -1.9169 2.3576 1.4537 -0.0048 0.1213 -0.2783 0.061
H 0.0894 2.1584 2.6464 0.0337 -0.0718 0.0428 0.062
H -0.7039 1.7366 4.1569 0.0702 -0.0343 -0.0586 0.088
H -1.1056 4.4000 2.7291 0.0422 -0.0199 0.0862 0.090
H 0.0568 4.1602 4.0272 -0.0121 0.0244 -0.0250 0.116
H -2.4489 5.0284 4.5387 0.0005 -0.0181 0.0386 0.111
H -1.6102 3.9881 5.6786 -0.0186 0.0350 -0.0341 0.112
H -4.0611 3.3421 4.9456 0.0109 -0.0621 0.0390 0.118
H -2.8566 2.0708 5.0902 -0.0486 0.0592 -0.0079 0.098
H -3.5542 3.5145 2.4941 0.0101 -0.0540 -0.0020 0.120
H -4.2080 1.9576 2.9503 0.0033 0.0999 -0.0917 0.085
H -1.5391 -0.3793 4.2595 0.0807 0.0066 0.0383 0.050
H -4.2811 0.2873 3.9685 0.0523 -0.0079 0.0752 0.079
H -3.4561 -0.1834 5.4348 0.0102 0.0195 -0.0357 0.121
H -4.8191 -2.1147 3.5031 -0.0171 0.0426 0.0345 0.104
H -5.4813 -1.5447 5.0259 -0.0375 -0.0085 -0.0499 0.116
H -4.2974 -3.8430 5.0726 0.0012 -0.0126 0.0260 0.108
H -3.8680 -2.7036 6.3339 -0.0244 -0.0330 -0.0020 0.110
H -1.9873 -4.0023 4.7775 0.0285 -0.0078 0.0439 0.112
H -1.6798 -2.4736 5.5823 -0.0056 -0.0481 -0.0232 0.117
H -2.7645 -2.7194 2.7523 0.0671 0.0344 0.0571 0.080
H -1.0753 -2.4391 3.1435 -0.0775 0.0309 0.0172 0.012